[1]
Molecular formula: C4H38BO27
Method: DFT, ωB97M-V with the def2-TZVPD basis set

Summary:
- energy above the lowest of the compared OMol25 structures with the same formula, charge and spin (kcal per mole) = 58.5
- spin multiplicity = 1
- HOMO-LUMO gap (eV) = 9.999
- charge = -1
- lowest unoccupied orbital energy (eV) = 1.69

Last column: natural (NBO) charge in e.
CARTESIAN COORDINATES (ANGSTROEM)
O: 4.34 -0.21 0.85  -0.621
C: 3.17 0.06 1.10  0.706
O: 2.44 0.57 0.22  -0.622
B: 1.10 0.66 0.85  1.184
O: 1.29 0.01 2.15  -0.615
C: 2.44 -0.29 2.28  0.653
O: 2.72 -1.14 3.09  -0.569
O: -0.13 0.22 0.05  -0.636
C: -0.85 1.28 -0.13  0.718
O: -2.02 1.22 -0.60  -0.636
C: -0.20 2.41 0.45  0.702
O: 0.80 2.07 1.09  -0.611
O: -0.54 3.53 0.22  -0.597
O: 6.06 0.46 -1.62  -0.949
H: 5.85 0.44 -0.67  0.485
H: 6.03 -0.48 -1.85  0.463
O: 0.36 3.61 -2.34  -1.002
H: -0.18 2.89 -2.67  0.501
H: 0.03 3.87 -1.49  0.489
O: 2.84 2.27 -2.13  -0.952
H: 2.82 1.97 -1.28  0.466
H: 2.07 2.84 -2.17  0.497
O: -2.81 -1.63 -0.55  -0.964
H: -1.87 -1.81 -0.36  0.506
H: -3.33 -2.35 -0.28  0.474
O: -0.84 -1.28 -3.00  -0.972
H: -0.05 -0.91 -2.69  0.487
H: -0.79 -1.30 -3.96  0.472
O: 0.76 -3.82 2.95  -0.932
H: 0.79 -2.87 2.86  0.469
H: -0.11 -3.96 3.35  0.467
O: -3.89 -0.61 1.72  -0.993
H: -3.33 -0.80 0.97  0.494
H: -3.81 -1.23 2.44  0.485
O: -0.01 -1.27 4.46  -0.941
H: -0.10 -1.21 3.50  0.465
H: 0.61 -0.59 4.68  0.476
O: 3.16 -2.73 0.00  -0.972
H: 3.28 -2.20 -0.83  0.460
H: 4.02 -2.60 0.44  0.483
O: 0.07 -2.65 -0.42  -0.933
H: 0.33 -1.74 -0.49  0.473
H: -0.48 -2.79 -1.17  0.474
O: -1.57 1.76 -3.02  -1.001
H: -1.73 1.54 -2.11  0.475
H: -2.43 2.04 -3.40  0.508
O: -3.60 -0.40 -3.16  -0.975
H: -3.90 -0.97 -2.44  0.473
H: -2.74 -0.05 -2.87  0.493
O: -3.67 3.63 0.95  -0.943
H: -4.57 3.74 0.77  0.477
H: -3.17 4.09 0.28  0.500
O: 3.23 -4.33 4.25  -0.940
H: 4.08 -4.11 3.86  0.442
H: 2.64 -3.75 3.77  0.493
O: 1.67 -0.20 -2.70  -0.992
H: 1.97 0.74 -2.62  0.507
H: 1.61 -0.35 -3.66  0.467
O: -4.33 2.50 -2.79  -0.978
H: -5.22 2.85 -2.69  0.465
H: -4.39 1.75 -2.20  0.497
O: -4.80 1.16 -0.48  -0.946
H: -4.22 0.51 -0.16  0.485
H: -4.30 1.96 -0.51  0.477
O: 5.31 -2.56 1.55  -0.953
H: 4.99 -1.70 1.73  0.499
H: 5.36 -3.02 2.38  0.468
O: -2.44 1.81 2.34  -0.995
H: -2.93 2.46 1.85  0.484
H: -2.87 1.00 2.04  0.476

***

[2]
Molecular formula: C4H38BO27
Method: DFT, ωB97M-V with the def2-TZVPD basis set

Summary:
- energy above the lowest of the compared OMol25 structures with the same formula, charge and spin (kcal per mole) = 0.0
- spin multiplicity = 1
- HOMO-LUMO gap (eV) = 9.161
- charge = -1
- lowest unoccupied orbital energy (eV) = 1.26

Last column: natural (NBO) charge in e.
CARTESIAN COORDINATES (ANGSTROEM)
O: -0.38 -2.88 1.96  -0.633
C: -0.58 -1.73 1.53  0.715
O: -0.29 -1.33 0.32  -0.639
B: -0.78 0.06 0.13  1.191
O: -1.64 0.29 1.34  -0.659
C: -1.40 -0.61 2.25  0.710
O: -1.81 -0.64 3.40  -0.568
O: -1.50 0.24 -1.10  -0.663
C: -0.91 1.23 -1.81  0.712
O: -1.31 1.61 -2.94  -0.626
C: 0.27 1.75 -0.98  0.716
O: 0.37 0.97 0.03  -0.611
O: 1.00 2.70 -1.38  -0.627
O: 3.54 1.48 0.29  -0.990
H: 3.61 1.00 -0.54  0.495
H: 2.89 0.98 0.80  0.494
O: -1.32 -2.20 -2.64  -0.964
H: -2.19 -1.97 -2.29  0.487
H: -1.33 -1.87 -3.54  0.491
O: 1.70 0.75 2.41  -0.995
H: 0.92 1.32 2.48  0.508
H: 2.03 0.70 3.30  0.474
O: -0.20 2.70 3.00  -0.983
H: -1.07 2.35 2.80  0.475
H: -0.13 3.51 2.46  0.508
O: -1.06 -3.01 5.34  -0.959
H: -0.30 -2.60 4.92  0.453
H: -1.15 -3.86 4.90  0.490
O: -4.88 0.08 0.07  -0.934
H: -5.29 0.82 -0.38  0.462
H: -4.03 -0.02 -0.35  0.473
O: 2.11 -5.05 2.75  -0.945
H: 1.87 -4.15 3.01  0.472
H: 3.07 -5.03 2.70  0.474
O: 2.72 -2.41 -0.13  -0.946
H: 3.38 -1.75 -0.35  0.483
H: 2.52 -2.26 0.79  0.486
O: -2.06 -4.57 0.09  -0.953
H: -1.27 -4.26 0.53  0.485
H: -1.87 -4.48 -0.85  0.465
O: 1.47 -1.74 -2.39  -1.012
H: 1.78 -2.19 -1.60  0.501
H: 0.51 -1.87 -2.39  0.500
O: 0.47 4.29 1.02  -0.980
H: 1.16 4.93 0.84  0.508
H: 0.68 3.55 0.44  0.485
O: -2.19 3.71 -4.49  -0.953
H: -1.86 2.82 -4.31  0.485
H: -2.74 3.92 -3.74  0.464
O: -3.37 -0.66 5.70  -0.959
H: -2.85 -0.60 4.90  0.495
H: -4.19 -1.08 5.43  0.454
O: 2.59 4.82 -2.87  -0.948
H: 2.04 5.60 -2.76  0.466
H: 2.01 4.08 -2.69  0.485
O: -0.82 -5.13 3.60  -0.946
H: -0.51 -6.01 3.81  0.472
H: -0.12 -4.74 3.07  0.490
O: 3.20 4.29 0.11  -0.999
H: 3.50 4.59 -0.76  0.480
H: 3.07 3.34 0.00  0.504
O: 1.58 2.01 -4.25  -0.945
H: 0.93 1.65 -4.85  0.477
H: 1.07 2.36 -3.51  0.484
O: -2.79 -0.74 -4.84  -0.952
H: -2.27 0.05 -5.02  0.478
H: -3.68 -0.42 -4.71  0.477
O: 3.04 0.49 -2.50  -1.021
H: 2.54 -0.33 -2.54  0.496
H: 2.50 1.13 -2.99  0.487

***

[3]
Molecular formula: C4H38N2O14
Method: DFT, ωB97M-V with the def2-TZVPD basis set

Summary:
- energy above the lowest of the compared OMol25 structures with the same formula, charge and spin (kcal per mole) = 85.6
- spin multiplicity = 1
- HOMO-LUMO gap (eV) = 8.497
- lowest unoccupied orbital energy (eV) = 0.07

Last column: natural (NBO) charge in e.
CARTESIAN COORDINATES (ANGSTROEM)
N: -0.04 -0.29 0.66  -0.865
C: 0.68 0.93 0.76  -0.042
C: -0.06 2.12 0.33  -0.481
C: 0.28 3.28 1.30  -0.056
O: -0.26 3.22 2.63  -0.741
C: 2.15 0.68 0.14  -0.223
N: 2.01 0.83 -1.33  -0.899
H: 0.54 -1.15 0.87  0.399
H: -0.38 -0.45 -0.28  0.341
H: 0.89 1.10 1.80  0.163
H: -1.14 2.02 0.24  0.245
H: 0.10 2.37 -0.73  0.226
H: 0.11 4.26 0.74  0.160
H: 1.39 3.33 1.39  0.176
H: -1.24 3.10 2.54  0.490
H: 2.55 -0.33 0.52  0.188
H: 2.86 1.50 0.39  0.168
H: 2.44 0.07 -1.88  0.387
H: 1.08 0.92 -1.66  0.356
H: 2.78 -3.07 1.90  0.471
H: 1.31 -3.72 1.69  0.518
O: 1.93 -2.96 1.49  -0.995
H: 3.01 -1.59 -0.63  0.497
H: 4.30 -2.11 -1.28  0.472
O: 3.87 -1.28 -1.05  -0.964
H: -0.70 -4.16 -3.86  0.478
H: -0.91 -2.83 -4.51  0.481
O: -0.69 -3.20 -3.69  -0.943
H: 0.20 -3.14 -1.07  0.470
H: 0.60 -2.76 -2.44  0.492
O: 0.74 -2.44 -1.50  -0.975
H: -3.16 -2.50 -1.85  0.480
H: -3.07 -2.05 -0.38  0.473
O: -3.32 -2.82 -0.94  -0.952
H: 1.85 2.48 -3.42  0.508
H: 1.84 1.18 -4.13  0.465
O: 1.24 1.73 -3.63  -0.991
H: 0.73 0.75 3.40  0.460
H: -0.22 1.88 3.89  0.493
O: 0.05 0.96 4.04  -0.965
H: -4.24 0.39 2.69  0.484
H: -4.16 -0.73 1.56  0.477
O: -3.95 0.17 1.79  -0.959
H: 2.68 4.21 -2.15  0.485
H: 3.41 2.81 -1.87  0.510
O: 2.99 3.38 -2.52  -0.963
H: -0.92 0.14 -1.78  0.447
H: -0.66 0.98 -2.96  0.495
O: -1.41 0.59 -2.43  -0.944
H: -1.74 -2.01 3.66  0.495
H: -1.56 -1.31 2.25  0.514
O: -2.08 -1.94 2.76  -0.959
H: -1.20 -4.27 1.10  0.476
H: -1.11 -3.00 2.03  0.492
O: -0.60 -3.79 1.72  -1.013
H: -4.47 2.24 1.08  0.495
H: -3.61 3.54 1.09  0.464
O: -3.73 2.72 1.52  -0.958

***

[4]
Molecular formula: C4H38NO15
Method: DFT, ωB97M-V with the def2-TZVPD basis set

Summary:
- energy above the lowest of the compared OMol25 structures with the same formula, charge and spin (kcal per mole) = 48.3
- spin multiplicity = 1
- HOMO-LUMO gap (eV) = 9.524
- charge = -1
- lowest unoccupied orbital energy (eV) = 2.59

Last column: natural (NBO) charge in e.
CARTESIAN COORDINATES (ANGSTROEM)
C: 0.80 2.92 -2.44  -0.615
C: -0.01 2.03 -1.51  -0.056
C: -1.43 1.81 -1.98  -0.453
C: -2.09 0.44 -1.69  -0.060
O: -1.28 -0.69 -1.84  -0.794
N: 0.10 2.50 -0.11  -0.877
H: 1.11 2.38 -3.34  0.211
H: 1.74 3.24 -2.00  0.228
H: 0.19 3.77 -2.76  0.190
H: 0.54 1.09 -1.46  0.192
H: -1.60 1.94 -3.05  0.206
H: -2.10 2.56 -1.54  0.208
H: -2.94 0.23 -2.32  0.168
H: -2.66 0.50 -0.75  0.161
H: -0.61 2.05 0.47  0.379
H: -0.04 3.49 0.02  0.353
H: 1.40 -1.44 3.94  0.507
H: 2.79 -1.02 4.04  0.468
O: 1.99 -0.99 4.57  -0.969
H: -0.91 -1.29 -5.23  0.469
H: -1.83 -1.97 -4.29  0.482
O: -1.81 -1.64 -5.18  -0.951
H: 4.04 1.74 1.43  0.492
H: 3.34 2.14 2.71  0.479
O: 4.05 1.59 2.37  -1.000
H: -0.56 -0.75 -1.17  0.513
H: -0.17 0.01 0.85  0.477
O: 0.03 -0.82 0.41  -1.217
H: -1.75 -1.51 1.54  0.490
H: -3.01 -2.31 1.86  0.468
O: -2.68 -1.41 1.81  -0.975
H: 2.83 1.03 -0.21  0.500
H: 2.24 2.38 0.31  0.497
O: 3.04 1.97 -0.05  -1.014
H: -2.25 -5.15 2.50  0.470
H: -1.83 -3.83 2.98  0.469
O: -2.08 -4.68 3.32  -0.942
H: 3.33 -0.95 0.19  0.487
H: 1.66 -1.06 -0.01  0.531
O: 2.55 -0.69 -0.28  -1.019
H: 1.65 0.74 4.02  0.504
H: 1.78 0.78 2.49  0.483
O: 1.45 1.30 3.24  -1.000
H: -0.61 -2.94 1.88  0.469
H: -0.79 -2.57 0.46  0.508
O: -1.02 -3.30 1.08  -0.983
H: -4.65 1.47 -3.57  0.482
H: -3.22 0.99 -4.22  0.495
O: -3.77 1.69 -3.87  -0.971
H: -2.05 0.37 3.01  0.494
H: -0.60 1.00 2.79  0.496
O: -1.53 1.01 2.51  -0.995
H: 2.23 -2.26 1.98  0.462
H: 0.89 -1.47 1.34  0.493
O: 1.34 -1.96 2.16  -1.069
H: 0.89 -1.36 -2.79  0.466
H: 2.11 -1.32 -1.93  0.489
O: 1.75 -1.81 -2.69  -0.977